DFT (ωB97M-V/def2-TZVPD) results for Cl2H2Si in the gas phase at a distorted geometry.

Values from the calculation:
structure (SMILES)	Cl[SiH2]Cl
HOMO-LUMO gap	11.252	eV
ΔE to the lowest compared entry with this formula, charge and spin	13.4	kcal/mol
max |F|	3.11	eV/Å

Element x y z (Å)
Cl 1.93786 -0.69970 0.06891
Cl -0.97262 -0.31813 -1.56327
Si 0.00942 0.19368 0.26842
H -0.32618 1.64144 0.13786
H -0.64848 -0.81728 1.08807